(1)
Molecular formula: C12H31AgN2O6
Method: DFT, wB97M-V/def2-TZVPD

Last column: Löwdin spin population.
Element x y z (Å)
1 Ag -10.383 14.209 10.359  0.46
2 C -8.120 12.386 9.739  0.02
3 O -8.542 13.172 10.783  0.31
4 H -7.601 11.488 10.133  0.01
5 H -8.960 11.981 9.135  0.01
6 H -7.446 12.911 9.042  0.00
7 C -9.594 15.501 7.245  0.01
8 O -10.319 15.069 8.312  0.09
9 H -8.772 14.810 6.952  0.00
10 H -10.231 15.598 6.332  0.01
11 H -9.137 16.500 7.405  0.00
12 C -10.161 17.627 13.555  0.00
13 C -9.230 16.500 13.066  0.00
14 O -9.655 15.824 12.083  0.00
15 O -8.177 16.351 13.705  0.00
16 H -10.885 17.254 14.286  0.00
17 H -10.744 18.060 12.736  0.00
18 H -9.585 18.428 14.022  0.00
19 C -11.618 17.624 9.946  0.00
20 C -12.532 16.748 10.780  0.00
21 C -13.936 17.264 10.758  0.00
22 O -14.743 16.488 11.622  0.00
23 C -15.968 17.104 11.924  0.00
24 N -12.440 15.354 10.284  0.03
25 H -11.535 18.623 10.382  0.00
26 H -11.932 17.702 8.902  0.00
27 H -10.621 17.178 9.957  0.00
28 H -12.126 16.764 11.791  0.00
29 H -14.322 17.274 9.725  0.00
30 H -13.928 18.310 11.107  0.00
31 H -16.626 17.141 11.044  0.00
32 H -15.805 18.123 12.292  0.00
33 H -16.460 16.494 12.681  0.00
34 H -13.254 14.871 10.678  0.00
35 H -12.710 15.365 9.295  0.00
36 C -11.813 10.675 12.805  0.00
37 C -11.209 11.652 11.793  0.00
38 C -11.868 11.398 10.430  0.00
39 O -11.518 12.373 9.479  0.00
40 C -12.085 12.180 8.210  0.00
41 N -11.339 13.079 12.171  0.04
42 H -11.241 9.751 12.911  0.00
43 H -12.842 10.382 12.559  0.00
44 H -11.873 11.130 13.796  0.00
45 H -10.138 11.473 11.688  0.00
46 H -12.969 11.345 10.521  0.00
47 H -11.549 10.406 10.071  0.00
48 H -12.194 11.109 7.974  0.00
49 H -11.435 12.634 7.467  0.00
50 H -13.085 12.631 8.148  0.00
51 H -10.824 13.291 13.020  0.00
52 H -12.317 13.271 12.379  0.00

Forces on atoms 1 to 3 (eV/Å):
1.6 1.4 0.1
-0.2 -0.4 -0.2
-0.8 0.2 0.0

Results
Gap between HOMO and LUMO (alpha / beta) in eV: 6.86 / 6.64
Charge: -1
2S+1: 2
⟨S²⟩: 0.76
LUMO level (alpha / beta) in eV: 2.551 / 2.547

***

(2)
Molecular formula: C12H31F6N8O9
Method: DFT, wB97M-V/def2-TZVPD

Last column: Mulliken charge in e.
Element x y z (Å)
1 O -4.847 21.025 2.531  -0.39
2 H -4.024 20.687 2.170  0.45
3 H -5.420 20.312 2.823  0.45
4 H -4.696 21.547 3.322  0.44
5 C -7.819 15.199 3.804  -0.25
6 O -6.917 14.155 3.452  -0.11
7 O -7.053 16.369 3.675  -0.95
8 C -9.225 15.179 3.130  0.96
9 F -10.251 14.737 3.827  -0.31
10 F -9.595 16.267 2.511  -0.27
11 F -9.089 14.308 2.186  -0.30
12 C -7.151 12.895 4.028  -0.19
13 C -5.958 12.075 3.445  -1.23
14 H -5.628 12.355 2.445  0.31
15 H -5.034 12.207 4.008  0.30
16 H -6.159 11.004 3.423  0.36
17 H -8.061 12.400 3.689  0.26
18 H -7.134 12.755 5.108  0.30
19 H -8.018 15.261 4.873  0.12
20 C 0.609 19.893 0.880  -0.20
21 O 1.417 20.104 1.969  -0.17
22 O -0.527 19.102 1.302  -0.87
23 C 0.416 21.131 -0.018  0.82
24 F -0.114 22.048 0.781  -0.27
25 F 1.480 21.617 -0.552  -0.27
26 F -0.439 20.734 -0.923  -0.26
27 C 2.657 20.807 1.907  -0.08
28 C 3.418 20.625 3.124  -1.28
29 H 4.441 20.962 2.956  0.39
30 H 3.016 21.147 3.992  0.28
31 H 3.438 19.559 3.349  0.31
32 H 2.475 21.872 1.764  0.25
33 H 3.347 20.462 1.137  0.24
34 H 1.063 19.239 0.135  0.16
35 C -7.075 21.678 -1.563  0.65
36 O -6.537 22.748 -1.250  -0.64
37 N -8.328 21.275 -1.391  -0.38
38 N -6.445 20.607 -2.075  -0.37
39 H -8.649 20.409 -1.800  0.18
40 H -8.985 21.995 -1.122  0.22
41 H -5.468 20.554 -2.328  0.21
42 H -7.042 19.886 -2.454  0.14
43 C -3.754 14.810 -1.436  0.70
44 O -4.246 13.903 -2.057  -0.69
45 N -2.554 15.182 -1.473  -0.35
46 N -4.445 15.548 -0.642  -0.37
47 H -2.227 15.919 -0.866  0.18
48 H -1.965 14.780 -2.189  0.20
49 H -5.431 15.415 -0.471  0.19
50 H -4.015 16.436 -0.424  0.14
51 C -9.253 22.083 5.519  0.66
52 O -9.589 23.161 5.927  -0.65
53 N -9.899 21.404 4.611  -0.38
54 N -8.131 21.494 5.802  -0.41
55 H -9.674 20.469 4.302  0.18
56 H -10.780 21.794 4.308  0.21
57 H -7.473 22.044 6.335  0.20
58 H -7.983 20.521 5.575  0.20
59 C -1.932 23.916 5.582  0.74
60 O -2.851 23.102 5.641  -0.71
61 N -0.779 23.797 5.114  -0.36
62 N -2.098 25.091 6.034  -0.44
63 H -0.679 23.038 4.457  0.22
64 H -0.117 24.484 5.446  0.19
65 H -2.969 25.326 6.489  0.23
66 H -1.428 25.788 5.743  0.16

Forces on atoms 1 to 3 (eV/Å):
-0.8 0.5 0.0
1.3 -0.6 -0.5
-0.7 -1.2 -0.1

Results
Gap between HOMO and LUMO in eV: 4.15
Charge: -1
LUMO level in eV: 0.340

***

(3)
Molecular formula: C12H32BaFN2P2
Method: DFT, wB97M-V/def2-TZVPD

Last column: Mulliken charge in e.
Element x y z (Å)
1 Ba 0.308 0.335 -0.152  1.48
2 C 3.901 0.063 -1.115  -1.12
3 N 3.159 0.894 -0.173  0.38
4 C 3.596 0.630 1.197  -1.10
5 C 3.295 2.311 -0.533  -0.99
6 C 2.337 3.262 0.171  -0.99
7 N 0.931 3.139 -0.230  0.42
8 C 0.689 3.690 -1.558  -1.18
9 C 0.053 3.764 0.758  -1.09
10 H 4.970 0.314 -1.143  0.34
11 H 3.501 0.194 -2.123  0.34
12 H 3.813 -0.987 -0.834  0.34
13 H 4.643 0.926 1.351  0.35
14 H 3.514 -0.436 1.408  0.38
15 H 2.974 1.161 1.916  0.29
16 H 3.172 2.390 -1.615  0.44
17 H 4.319 2.652 -0.319  0.36
18 H 2.684 4.290 -0.016  0.34
19 H 2.393 3.125 1.252  0.50
20 H 0.935 4.760 -1.613  0.34
21 H -0.364 3.577 -1.819  0.37
22 H 1.285 3.172 -2.309  0.31
23 H 0.273 4.832 0.889  0.35
24 H 0.154 3.261 1.720  0.33
25 H -0.984 3.681 0.429  0.36
26 C -4.337 -1.331 -1.011  -1.25
27 P -3.017 -0.575 -0.003  0.41
28 C -3.897 0.714 0.937  -1.25
29 C -2.747 -1.825 1.315  -0.73
30 C -2.151 -3.146 0.829  -1.02
31 P -0.528 -3.040 -0.063  0.46
32 C -0.969 -3.682 -1.718  -1.21
33 C 0.367 -4.465 0.643  -1.30
34 H -5.196 -1.649 -0.417  0.35
35 H -3.940 -2.202 -1.536  0.30
36 H -4.682 -0.630 -1.771  0.39
37 H -4.775 0.318 1.452  0.38
38 H -4.222 1.513 0.270  0.40
39 H -3.227 1.144 1.683  0.33
40 H -3.698 -2.022 1.820  0.49
41 H -2.084 -1.359 2.050  0.38
42 H -2.856 -3.677 0.183  0.41
43 H -1.994 -3.801 1.689  0.49
44 H -1.479 -4.646 -1.677  0.39
45 H -0.072 -3.796 -2.329  0.42
46 H -1.624 -2.973 -2.228  0.28
47 H -0.227 -5.380 0.600  0.39
48 H 0.630 -4.270 1.682  0.36
49 H 1.293 -4.631 0.091  0.37
50 F -0.115 0.408 1.969  -0.80

Forces on atoms 1 to 3 (eV/Å):
0.0 -0.2 -0.6
0.1 0.0 0.0
-0.4 0.1 0.0

Results
Gap between HOMO and LUMO in eV: 8.69
Charge: +1
LUMO level in eV: -2.701

***

(4)
Molecular formula: C12H32CuF4N2O20S8
Method: DFT, wB97M-V/def2-TZVPD

Last column: Löwdin spin population.
Element x y z (Å)
1 Cu -1.249 0.481 0.003  0.85
2 N -3.099 -0.003 -0.476  0.04
3 S -3.910 -0.655 -1.692  0.00
4 O -4.741 0.116 -2.526  0.00
5 O -4.357 -1.957 -1.313  0.01
6 F -2.642 -0.927 -2.619  0.00
7 S -4.353 0.258 0.590  0.00
8 O -4.530 -0.806 1.507  0.00
9 O -5.451 1.011 0.123  0.00
10 F -3.518 1.309 1.456  0.00
11 N -1.178 2.512 0.321  0.03
12 S -1.638 3.713 -0.733  0.00
13 O -0.662 4.183 -1.639  0.00
14 O -2.539 4.633 -0.167  0.00
15 F -2.497 2.740 -1.638  0.00
16 S -0.298 3.376 1.348  0.00
17 O -1.029 3.970 2.410  0.00
18 O 0.826 4.056 0.807  0.00
19 F 0.370 2.111 2.087  0.00
20 O 0.835 0.083 0.273  0.02
21 S 2.249 0.050 0.118  0.00
22 O 2.832 -0.562 -1.022  0.00
23 O 2.717 1.553 0.212  0.00
24 C 4.126 1.830 0.025  0.00
25 C 4.259 3.320 -0.216  0.00
26 C 2.915 -0.627 1.607  0.00
27 H 4.500 1.253 -0.820  0.00
28 H 4.697 1.550 0.912  0.00
29 H 4.286 3.872 0.718  0.00
30 H 3.500 3.670 -0.914  0.00
31 H 5.199 3.507 -0.744  0.00
32 H 3.996 -0.704 1.569  0.00
33 H 2.422 -1.586 1.769  0.00
34 H 2.563 0.021 2.408  0.00
35 O -1.209 -0.390 2.032  0.00
36 S -1.108 -0.751 3.409  0.00
37 O -1.538 -2.026 3.875  0.00
38 O 0.415 -0.558 3.773  0.00
39 C 0.932 -1.000 5.070  0.00
40 C 1.309 -2.467 4.957  0.00
41 C -1.833 0.522 4.396  0.00
42 H 0.171 -0.801 5.824  0.00
43 H 1.774 -0.324 5.201  0.00
44 H 0.366 -3.007 4.928  0.00
45 H 1.861 -2.841 5.819  0.00
46 H 1.894 -2.621 4.055  0.00
47 H -1.788 0.212 5.438  0.00
48 H -2.907 0.502 4.199  0.00
49 H -1.377 1.472 4.135  0.00
50 O 0.029 -3.159 1.323  0.00
51 S -0.782 -3.055 0.152  0.00
52 O -0.871 -1.777 -0.486  0.02
53 O -0.194 -4.101 -0.861  0.00
54 C -0.754 -4.064 -2.202  0.00
55 C -0.332 -5.310 -2.943  0.00
56 C -2.379 -3.672 0.606  0.00
57 H -0.471 -3.159 -2.733  0.00
58 H -1.841 -4.121 -2.100  0.00
59 H 0.729 -5.540 -2.931  0.00
60 H -0.683 -5.176 -3.973  0.00
61 H -0.923 -6.190 -2.680  0.00
62 H -2.201 -4.682 0.971  0.00
63 H -3.054 -3.662 -0.243  0.00
64 H -2.679 -3.072 1.463  0.00
65 O 0.808 -1.004 -3.478  0.00
66 S 0.383 0.321 -3.220  0.00
67 O -0.334 0.646 -2.020  0.00
68 O 1.688 1.183 -3.281  0.00
69 C 1.584 2.583 -2.998  0.00
70 C 2.698 3.382 -3.641  0.00
71 C -0.621 0.890 -4.551  0.00
72 H 1.622 2.765 -1.920  0.00
73 H 0.615 2.995 -3.274  0.00
74 H 2.591 3.242 -4.719  0.00
75 H 3.662 2.942 -3.370  0.00
76 H 2.708 4.423 -3.335  0.00
77 H -1.484 0.233 -4.627  0.00
78 H -0.055 0.991 -5.472  0.00
79 H -1.022 1.877 -4.313  0.00

Forces on atoms 1 to 3 (eV/Å):
1.1 -0.8 -0.4
-2.4 0.9 0.5
1.7 -2.5 -2.8

Results
Gap between HOMO and LUMO (alpha / beta) in eV: 10.62 / 7.70
2S+1: 2
⟨S²⟩: 0.75
LUMO level (alpha / beta) in eV: 0.101 / -2.795

***

Quick rundown of relative energy (zero: lowest compared OMol25 entry of this formula, charge and spin), same order as above: 3.39 231.18 0.00 0.00 kcal per mole
Quick rundown of energy, same order as above: -32208.6564 -59595.4344 -37929.7363 -199081.4282 eV